Below is C3H4AlO3 as an isolated structure, with properties calculated with the ωB97M-V functional and the def2-TZVPD basis.

Calculated values
HOMO level (spin up / spin down) in eV: -20.2 / -22.2
LUMO level (spin up / spin down) in eV: -10.56 / -12.85
Multiplicity: 2
Net charge: +2
DFT total energy in Eh: -584.1477

Geometry as XYZ:
```
11
Properties=species:S:1:pos:R:3:lowdin_spin:R:1
H -0.5775 2.2462 -1.6571 0.00
O -0.9390 0.0312 -0.1756 0.17
Al -1.4802 -1.4600 0.4006 0.65
C -1.1383 1.2192 0.0727 0.02
C -0.3890 2.3157 -0.5695 0.00
H -1.8646 1.4914 0.8602 0.00
H 0.6495 2.2941 -0.2045 0.00
H -0.7852 3.2722 -0.1925 0.00
O 0.4779 -1.7582 0.2916 0.12
C 1.3198 -0.9456 0.2765 0.02
O 2.1586 -0.1559 0.3252 0.00
```


Below is C29H14BBr4F4N3O4STa as an isolated structure, with properties calculated with the ωB97M-V functional and the def2-TZVPD basis.

Calculated values
HOMO level in eV: -5.7
LUMO level in eV: 1.08
Multiplicity: 1
Net charge: -1
DFT total energy in Eh: -12754.8677

Geometry as XYZ:
```
61
Properties=species:S:1:pos:R:3:lowdin_charge:R:1
Ta -0.0895 0.5044 -0.3191 1.85
Br 6.4729 -1.2142 -2.4587 0.70
C 4.8920 -0.2970 -1.9986 -0.75
C 4.8606 1.0980 -2.0088 -0.75
Br 6.3900 2.0914 -2.4861 0.70
C 3.6820 1.7691 -1.6622 -0.64
Br 3.5390 3.6434 -1.6246 0.82
C 2.5621 1.0389 -1.3306 -0.35
O 1.3889 1.5321 -0.9370 -0.26
C 2.5762 -0.3647 -1.3148 -0.44
O 1.4566 -0.9378 -0.9331 -0.22
C 3.7544 -1.0264 -1.6415 -0.65
Br 3.7328 -2.9092 -1.5532 0.77
O -2.6195 -2.4028 0.6145 0.11
C -2.1091 -1.8027 -0.2955 -0.52
O -0.9899 -1.1055 -0.1360 -0.25
C -2.6486 -1.8140 -1.6852 -0.15
C -3.6594 -2.7487 -1.9284 -0.03
C -4.2378 -2.8783 -3.1716 -0.09
C -3.8056 -2.0508 -4.2043 -0.09
C -2.8165 -1.1175 -3.9789 -0.14
C -2.2128 -0.9733 -2.7208 -0.55
S -1.0079 0.3129 -2.6424 0.71
H -3.9688 -3.3695 -1.0986 0.12
H -5.0154 -3.6105 -3.3444 0.10
H -4.2461 -2.1322 -5.1904 0.10
H -2.4866 -0.4643 -4.7766 0.09
N -1.5743 3.4807 9.6569 0.15
C -1.4226 3.1019 8.5821 -0.19
C -1.2354 2.6276 7.2396 -0.24
C -1.3877 1.2715 6.9538 -0.02
C -1.2057 0.8198 5.6593 -0.01
C -0.8763 1.7127 4.6440 -0.19
C -0.7296 3.0650 4.9306 0.01
C -0.9047 3.5236 6.2244 -0.01
C -0.6898 1.2271 3.2473 -0.04
C 0.5471 0.6576 2.9483 -0.24
C 1.5802 0.3902 3.8817 -0.01
C 2.5578 -0.3114 3.2116 -0.06
C 2.1088 -0.4400 1.8854 -0.11
N 0.9216 0.1389 1.7135 -0.02
C -1.7745 1.3817 2.3967 -0.24
C -3.0731 1.8191 2.7672 0.00
C -3.8563 1.7646 1.6382 -0.05
C -3.0168 1.3131 0.6047 -0.12
N -1.7851 1.0776 1.0453 -0.06
H -1.6479 0.5830 7.7464 0.12
H -1.3191 -0.2301 5.4220 0.13
H -0.4808 3.7510 4.1307 0.14
H -0.7904 4.5739 6.4562 0.12
H 1.5776 0.6783 4.9205 0.11
H 3.4818 -0.6992 3.6076 0.09
H 2.6050 -0.9411 1.0711 0.10
H -3.3695 2.1172 3.7597 0.11
H -4.8961 2.0276 1.5404 0.10
H -3.2686 1.1778 -0.4386 0.12
F 0.2415 4.6197 -0.5277 0.16
B -0.5258 3.6503 0.0535 -1.23
F -0.9529 2.6743 -0.9627 -0.05
F -1.6405 4.1426 0.6934 0.16
F 0.2410 2.8348 0.9417 0.07
```


Below is a 14-piece molecular cluster, C29H91N5O14 overall, with properties calculated with the ωB97M-V functional and the def2-TZVPD basis.

Calculated values
HOMO level in eV: -8.7
LUMO level in eV: 0.39
Multiplicity: 1
DFT total energy in Eh: -2486.3506

Geometry as XYZ:
```
139
Properties=species:S:1:pos:R:3:lowdin_charge:R:1
C -9.1044 1.5316 19.4484 -0.05
C -10.4396 1.5233 20.1481 -0.46
C -11.6509 1.7335 19.2298 -0.21
O -11.5403 2.7212 18.2250 -0.21
C -11.4833 4.0632 18.7703 -0.08
N -10.7377 0.3279 20.9217 0.05
H -9.0366 0.6168 18.8462 0.09
H -8.2733 1.5348 20.1293 0.07
H -9.0601 2.4471 18.8640 0.07
H -10.3675 2.3700 20.8542 0.14
H -12.5053 1.9698 19.9102 0.11
H -11.8834 0.7851 18.7364 0.12
H -12.2799 4.1889 19.5397 0.09
H -11.6063 4.7873 17.9444 0.09
H -10.5215 4.2339 19.2907 0.08
H -10.6251 0.5178 21.9115 0.08
H -10.1696 -0.4793 20.6908 0.08
C -13.8376 7.7969 19.1579 -0.05
C -13.5694 9.0999 18.3503 -0.43
C -13.9203 10.2951 19.2235 -0.22
O -15.2931 10.2244 19.6215 -0.21
C -15.5799 11.2260 20.5403 -0.13
N -12.2075 9.1640 17.9108 0.04
H -14.8382 7.8983 19.6098 0.06
H -13.1214 7.7353 19.9719 0.08
H -13.7532 6.8682 18.5658 0.06
H -14.2317 9.1995 17.4647 0.14
H -13.7507 11.2775 18.7895 0.12
H -13.2840 10.3721 20.1034 0.12
H -14.8983 11.2434 21.3837 0.09
H -16.5967 10.9385 20.8433 0.10
H -15.6794 12.2001 20.0302 0.09
H -12.0186 9.7523 17.1077 0.08
H -11.5266 9.1515 18.6363 0.07
C -15.2382 -0.0564 17.5174 -0.06
C -15.4164 -1.1171 16.4193 -0.44
C -14.2251 -1.1093 15.4405 -0.17
O -14.1392 0.1424 14.7043 -0.22
C -14.9456 0.1529 13.5394 -0.11
N -15.4051 -2.4698 16.9252 0.03
H -14.3732 -0.2386 18.1705 0.08
H -16.1046 -0.0002 18.1858 0.07
H -15.2178 0.8807 16.9815 0.05
H -16.3268 -0.7431 15.9057 0.12
H -14.2379 -1.9346 14.7000 0.12
H -13.2560 -1.2176 15.9225 0.12
H -15.4025 1.1479 13.4717 0.07
H -15.7474 -0.5740 13.5663 0.08
H -14.3003 -0.0698 12.6923 0.08
H -15.6980 -3.1376 16.2094 0.07
H -16.0788 -2.6454 17.6731 0.08
C -23.6413 3.1311 19.2870 -0.05
C -24.1149 4.4015 18.5792 -0.42
C -25.1896 5.1191 19.3959 -0.20
O -26.2176 4.1748 19.7492 -0.19
C -27.2482 4.7647 20.4990 -0.13
N -22.9553 5.2994 18.2825 0.03
H -22.8934 2.5932 18.6898 0.07
H -24.5054 2.4588 19.4221 0.09
H -23.0648 3.4567 20.1597 0.08
H -24.4961 4.1753 17.5757 0.14
H -25.6000 5.9461 18.7879 0.13
H -24.6972 5.5742 20.2520 0.12
H -26.9003 5.4387 21.2723 0.08
H -27.8813 3.9602 20.9347 0.10
H -27.9370 5.3339 19.8415 0.09
H -23.1841 6.0945 17.7054 0.08
H -22.3313 5.5373 19.0486 0.08
C -15.4761 4.4681 18.8978 -0.03
C -16.4908 3.4474 18.3188 -0.39
C -17.8187 3.6317 19.0292 -0.17
O -17.6822 3.0811 20.3472 -0.20
C -18.9112 3.0847 21.0290 -0.12
N -16.7070 3.6329 16.9026 0.07
H -14.5119 4.3960 18.4331 0.05
H -15.4410 4.2500 19.9522 0.06
H -15.8167 5.4922 18.7449 0.06
H -16.1227 2.4353 18.4948 0.11
H -18.6516 3.1729 18.4919 0.12
H -18.0325 4.7167 19.1516 0.13
H -19.1322 4.0930 21.3659 0.08
H -18.9343 2.3572 21.8422 0.07
H -19.7051 2.7749 20.3562 0.08
H -17.2329 4.4972 16.7820 0.06
H -15.8248 3.7621 16.4093 0.07
C -16.4912 4.5369 13.2696 -0.10
O -15.5486 5.6510 13.5096 -0.15
H -16.0054 3.5767 13.1597 0.06
H -17.2076 4.4410 14.1020 0.06
H -17.0512 4.8142 12.3783 0.08
H -14.8524 5.3158 14.0998 0.03
C -17.1907 7.6733 17.3072 -0.14
O -17.7027 6.8121 16.2875 -0.14
H -17.7815 7.3863 18.1776 0.07
H -16.1540 7.4873 17.5879 0.05
H -17.4244 8.7327 17.1531 0.09
H -17.1031 6.8832 15.5153 0.08
C -16.6309 6.6167 21.8683 -0.15
O -16.5705 7.5012 22.9981 -0.13
H -17.1075 7.2437 21.1015 0.08
H -15.6153 6.3347 21.5304 0.07
H -17.2923 5.7426 22.0302 0.07
H -15.9908 7.1373 23.6813 0.07
C -14.8347 1.6792 21.5668 -0.20
O -14.1649 0.5785 22.0911 -0.10
H -15.6764 2.0345 22.1503 0.07
H -14.2831 2.6087 21.4581 0.06
H -15.2095 1.5060 20.5589 0.06
H -13.5629 0.2040 21.4310 0.06
C -19.0578 0.9355 16.3492 -0.15
O -17.7337 1.1360 15.8860 -0.17
H -19.3555 -0.0233 15.9608 0.07
H -19.1412 0.8830 17.4341 0.06
H -19.8017 1.6757 15.9784 0.06
H -17.3110 1.9528 16.2749 0.03
C -18.1300 2.7106 25.0020 -0.20
O -18.7221 2.9941 26.2215 -0.11
H -18.8003 3.0342 24.1712 0.07
H -17.2058 3.2752 24.8944 0.07
H -17.7398 1.6763 24.9428 0.08
H -19.6049 2.6303 26.3191 0.08
C -18.7716 -0.5843 20.9772 -0.13
O -18.8861 -1.6451 19.9761 -0.14
H -18.0979 0.1243 20.5375 0.05
H -19.7333 -0.2171 21.3147 0.07
H -18.3062 -1.0071 21.8857 0.08
H -19.7551 -1.4935 19.5718 0.07
C -13.1635 3.0893 15.4625 -0.10
O -13.7991 4.3766 15.5900 -0.17
H -13.5438 2.4293 16.2619 0.07
H -13.4495 2.7662 14.4700 0.07
H -12.0749 3.1665 15.4887 0.09
H -13.3039 5.1455 15.8920 0.08
C -20.2667 4.5287 15.7348 -0.18
O -21.1868 3.6232 16.2770 -0.15
H -19.8955 5.2613 16.4872 0.07
H -19.3629 3.9740 15.3996 0.06
H -20.6151 5.0503 14.8305 0.08
H -21.8211 3.9582 16.9296 0.03
```


Below is one molecule with the formula C5H6S, with properties calculated with the ωB97M-V functional and the def2-TZVPD basis.

Calculated values
HOMO level in eV: -9.0
LUMO level in eV: 0.76
Multiplicity: 1
DFT total energy in Eh: -592.1091

Geometry as XYZ:
```
12
Properties=species:S:1:pos:R:3:lowdin_charge:R:1
C 2.8571 -0.1009 -0.3827 0.13
C 1.8147 0.5055 0.3505 -0.10
C 0.4161 0.8055 0.7521 -0.64
S -0.3872 1.9549 -0.2769 0.89
C -0.5532 0.1742 -0.3439 -0.60
C -1.8093 -0.7121 -0.0499 -0.13
H 3.8086 -0.2025 -0.7945 -0.03
H 0.1458 0.7548 1.7386 0.06
H 0.1089 -0.5261 -1.0833 0.14
H -2.5972 -0.6064 -0.8874 0.09
H -1.4359 -1.7323 -0.0122 0.05
H -2.3686 -0.3145 0.9897 0.13
```


Question: The highest multiplicity belongs to which entry?
Answer: C3H4AlO3


What did the second record say?
Below is C29H14BBr4F4N3O4STa as an isolated structure, with properties calculated with the ωB97M-V functional and the def2-TZVPD basis.

Calculated values
HOMO level in eV: -5.7
LUMO level in eV: 1.08
Multiplicity: 1
Net charge: -1
DFT total energy in Eh: -12754.8677

Geometry as XYZ:
```
61
Properties=species:S:1:pos:R:3:lowdin_charge:R:1
Ta -0.0895 0.5044 -0.3191 1.85
Br 6.4729 -1.2142 -2.4587 0.70
C 4.8920 -0.2970 -1.9986 -0.75
C 4.8606 1.0980 -2.0088 -0.75
Br 6.3900 2.0914 -2.4861 0.70
C 3.6820 1.7691 -1.6622 -0.64
Br 3.5390 3.6434 -1.6246 0.82
C 2.5621 1.0389 -1.3306 -0.35
O 1.3889 1.5321 -0.9370 -0.26
C 2.5762 -0.3647 -1.3148 -0.44
O 1.4566 -0.9378 -0.9331 -0.22
C 3.7544 -1.0264 -1.6415 -0.65
Br 3.7328 -2.9092 -1.5532 0.77
O -2.6195 -2.4028 0.6145 0.11
C -2.1091 -1.8027 -0.2955 -0.52
O -0.9899 -1.1055 -0.1360 -0.25
C -2.6486 -1.8140 -1.6852 -0.15
C -3.6594 -2.7487 -1.9284 -0.03
C -4.2378 -2.8783 -3.1716 -0.09
C -3.8056 -2.0508 -4.2043 -0.09
C -2.8165 -1.1175 -3.9789 -0.14
C -2.2128 -0.9733 -2.7208 -0.55
S -1.0079 0.3129 -2.6424 0.71
H -3.9688 -3.3695 -1.0986 0.12
H -5.0154 -3.6105 -3.3444 0.10
H -4.2461 -2.1322 -5.1904 0.10
H -2.4866 -0.4643 -4.7766 0.09
N -1.5743 3.4807 9.6569 0.15
C -1.4226 3.1019 8.5821 -0.19
C -1.2354 2.6276 7.2396 -0.24
C -1.3877 1.2715 6.9538 -0.02
C -1.2057 0.8198 5.6593 -0.01
C -0.8763 1.7127 4.6440 -0.19
C -0.7296 3.0650 4.9306 0.01
C -0.9047 3.5236 6.2244 -0.01
C -0.6898 1.2271 3.2473 -0.04
C 0.5471 0.6576 2.9483 -0.24
C 1.5802 0.3902 3.8817 -0.01
C 2.5578 -0.3114 3.2116 -0.06
C 2.1088 -0.4400 1.8854 -0.11
N 0.9216 0.1389 1.7135 -0.02
C -1.7745 1.3817 2.3967 -0.24
C -3.0731 1.8191 2.7672 0.00
C -3.8563 1.7646 1.6382 -0.05
C -3.0168 1.3131 0.6047 -0.12
N -1.7851 1.0776 1.0453 -0.06
H -1.6479 0.5830 7.7464 0.12
H -1.3191 -0.2301 5.4220 0.13
H -0.4808 3.7510 4.1307 0.14
H -0.7904 4.5739 6.4562 0.12
H 1.5776 0.6783 4.9205 0.11
H 3.4818 -0.6992 3.6076 0.09
H 2.6050 -0.9411 1.0711 0.10
H -3.3695 2.1172 3.7597 0.11
H -4.8961 2.0276 1.5404 0.10
H -3.2686 1.1778 -0.4386 0.12
F 0.2415 4.6197 -0.5277 0.16
B -0.5258 3.6503 0.0535 -1.23
F -0.9529 2.6743 -0.9627 -0.05
F -1.6405 4.1426 0.6934 0.16
F 0.2410 2.8348 0.9417 0.07
```